Entry 1:
The following is a DFT calculation (wB97M-V/def2-TZVPD) of a gas-phase ion, C2H10N2O2P (charge +1) at a distorted geometry.

```
17
C2H10N2O2P wB97M-V/def2-TZVPD
C 1.10 0.17 0.74
C 0.25 -1.23 -0.11
N -0.02 0.97 0.98
N -0.66 -0.54 -1.05
O 1.95 0.85 -0.24
O -0.37 -1.80 1.01
P -0.99 1.47 -0.26
H 1.51 -0.30 1.62
H 1.01 -1.98 -0.71
H -0.25 1.00 1.94
H -0.21 -0.65 -1.90
H -1.63 -1.02 -1.04
H -0.08 1.70 -1.22
H 2.75 0.41 -0.44
H -0.70 -2.70 0.85
H -2.25 1.01 -0.52
H -1.40 2.65 0.36
```

Computed properties:
energy relative to the best compared isomer or geometry (same formula, charge and spin)	446.6	kJ/mol
M	125.1	u
LUMO	-3.14	eV
SMILES	O[C@H]1N[PH3][NH2+][C@@H]1O
highest occupied orbital energy	-13.59	eV
net charge	+1
orbital gap	10.45	eV
largest force on an atom	5.3	eV/Å


Entry 2:
The following is a DFT calculation (wB97M-V/def2-TZVPD) of 2 unconnected molecules or ions with the total composition C2H10N2OSi2 at a distorted geometry.

```
17
C2H10N2OSi2 wB97M-V/def2-TZVPD
C -3.72 -0.67 -0.38
C -2.88 0.25 0.12
N 2.97 -2.72 -0.11
N -0.03 -1.19 -0.48
O -0.36 1.44 0.48
Si 0.74 2.63 0.63
Si -1.01 0.00 0.06
H -4.81 -0.42 -0.73
H -3.53 -1.57 -0.84
H -3.28 1.21 0.47
H 3.02 -3.32 0.67
H 2.03 -2.31 -0.20
H -0.41 -2.05 -0.76
H 3.12 -3.29 -0.86
H 0.34 3.38 1.87
H 2.06 2.04 0.50
H 0.79 3.73 -0.52
```

Computed properties:
energy relative to the best compared isomer or geometry (same formula, charge and spin)	227.4	kJ/mol
M	134.3	u
LUMO	-0.04	eV
SMILES	[H]/N=[Si](\C=C)O[SiH3].N
highest occupied orbital energy	-9.37	eV
orbital gap	9.32	eV
largest force on an atom	4.4	eV/Å


Entry 3:
The following is a DFT calculation (wB97M-V/def2-TZVPD) of a gas-phase ion, C2H10N3OS (charge +1).

```
17
C2H10N3OS wB97M-V/def2-TZVPD
N 1.17 1.36 0.31
C 0.83 0.01 -0.05
N 0.77 -0.75 1.18
N 1.85 -0.51 -0.93
C -0.51 -0.09 -0.87
S -1.91 0.73 -0.10
O -2.72 -0.45 0.62
H 0.72 1.78 1.11
H 1.28 2.00 -0.46
H 0.25 -1.61 1.13
H 0.56 -0.23 2.02
H 1.51 -0.81 -1.84
H 2.32 -1.29 -0.50
H -0.41 0.38 -1.85
H -0.85 -1.12 -1.00
H -1.25 1.14 1.00
H -3.61 -0.54 0.23
```

Computed properties:
energy relative to the best compared isomer or geometry (same formula, charge and spin)	0.0	kJ/mol
M	124.2	u
LUMO	-4.78	eV
highest occupied orbital energy	-13.40	eV
net charge	+1
orbital gap	8.62	eV
largest force on an atom	0.4	eV/Å


Entry 4:
The following is a DFT calculation (wB97M-V/def2-TZVPD) of a molecular structure, C2H10N3OZn at a distorted geometry.

```
17
C2H10N3OZn wB97M-V/def2-TZVPD
C -0.84 0.07 1.77
Zn -0.34 0.65 -0.25
N 0.88 0.45 -1.88
N -1.43 -0.95 -1.03
H 1.19 -0.46 -1.46
H -1.32 1.21 1.12
H -0.38 0.44 2.67
H -0.31 -0.89 1.63
H -1.83 -0.12 2.18
H -0.67 -1.56 -1.35
H -2.11 -0.67 -1.77
H -1.98 -1.44 -0.29
H 0.32 0.28 -2.70
H 1.58 1.13 -2.14
O 3.40 1.08 1.68
C 2.41 0.65 1.14
N 1.43 0.12 0.68
```

Computed properties:
M	157.5	u
LUMO (spin up / spin down)	2.64 / 2.85	eV
highest occupied orbital energy (spin up / spin down)	-1.03 / -0.31	eV
net charge	-1
orbital gap (spin up / spin down)	3.67 / 3.16	eV
largest force on an atom	3.7	eV/Å


Entry 5:
The following is a DFT calculation (wB97M-V/def2-TZVPD) of 3 unconnected molecules or ions with the total composition C2H10N4 at a distorted geometry.

```
16
C2H10N4 wB97M-V/def2-TZVPD
C -0.50 -0.52 -1.44
N 0.51 -1.49 0.17
N 0.46 0.37 -1.81
N -1.58 -0.01 -0.82
H -0.61 -1.41 -2.04
H 0.62 1.09 -1.11
H -1.26 0.64 0.01
H -2.30 -0.67 -0.59
H 1.45 -1.85 0.05
H -0.05 -2.20 0.63
H 1.31 -0.03 -2.18
C 0.35 1.65 2.11
N 0.10 0.98 1.08
H 0.49 -0.51 0.75
H 1.02 1.29 2.92
H -0.02 2.68 2.29
```

Computed properties:
energy relative to the best compared isomer or geometry (same formula, charge and spin)	266.6	kJ/mol
M	90.1	u
LUMO	0.77	eV
highest occupied orbital energy	-6.57	eV
orbital gap	7.34	eV
largest force on an atom	1.1	eV/Å


Entry 6:
The following is a DFT calculation (wB97M-V/def2-TZVPD) of 2 unconnected molecules or ions with the total composition C2H10N4O at a distorted geometry.

```
17
C2H10N4O wB97M-V/def2-TZVPD
C -0.74 -0.29 -0.26
C 0.66 -0.04 0.23
N -1.03 0.07 -1.56
N -1.43 1.06 1.04
N 1.26 -1.33 0.53
N 1.40 0.92 -0.56
O -1.33 -1.43 0.12
H -0.62 -1.96 0.54
H 0.31 0.49 1.21
H -1.99 -0.10 -1.83
H -0.76 1.02 -1.76
H -1.90 0.70 1.87
H -1.37 2.06 0.89
H 1.66 -1.76 -0.30
H 1.95 -1.26 1.27
H 2.16 1.33 -0.04
H 1.78 0.51 -1.41
```

Computed properties:
energy relative to the best compared isomer or geometry (same formula, charge and spin)	290.9	kJ/mol
M	106.1	u
LUMO	0.80	eV
highest occupied orbital energy	-7.33	eV
orbital gap	8.13	eV
largest force on an atom	2.8	eV/Å


Entry 7:
The following is a DFT calculation (wB97M-V/def2-TZVPD) of a molecular structure, C2H10N4O at a distorted geometry.

```
17
C2H10N4O wB97M-V/def2-TZVPD
C 1.73 0.80 -0.66
N 0.37 0.86 -0.19
O -0.41 1.69 -1.06
H -0.35 1.32 -1.95
H 0.00 0.73 1.74
H 2.26 0.10 -0.02
H 2.20 1.79 -0.64
H 1.79 0.40 -1.69
C -0.35 -0.72 0.16
N -1.51 -0.75 -0.62
N -0.66 -0.10 1.90
N 0.47 -1.71 0.30
H -1.98 0.13 -0.72
H -2.12 -1.54 -0.43
H -1.59 0.31 1.89
H -0.12 -0.85 2.33
H 0.26 -2.47 -0.34
```

Computed properties:
energy relative to the best compared isomer or geometry (same formula, charge and spin)	513.5	kJ/mol
M	106.1	u
LUMO	0.81	eV
highest occupied orbital energy	-7.66	eV
orbital gap	8.46	eV
largest force on an atom	4.1	eV/Å


Entry 8:
The following is a DFT calculation (wB97M-V/def2-TZVPD) of a gas-phase ion, C2H10N5 (charge +1) at a distorted geometry.

```
17
C2H10N5 wB97M-V/def2-TZVPD
C -1.02 0.27 -1.87
C 0.16 -0.09 0.42
N -1.23 -1.05 2.14
N -0.08 -0.39 1.73
N 1.79 1.09 -0.99
N 1.45 0.19 0.07
N -0.89 -0.03 -0.42
H -2.10 0.50 -2.17
H -0.37 1.07 -2.28
H -0.70 -0.60 -2.54
H 0.76 -0.29 2.25
H -0.98 -2.10 2.17
H 2.17 0.51 -1.71
H 2.34 1.84 -0.56
H 2.08 0.03 0.79
H -1.71 -0.70 2.89
H -1.69 -0.24 0.10
```

Computed properties:
energy relative to the best compared isomer or geometry (same formula, charge and spin)	331.8	kJ/mol
M	104.1	u
LUMO	-2.93	eV
SMILES	C[NH+]=C(NN)NN
highest occupied orbital energy	-14.19	eV
net charge	+1
orbital gap	11.26	eV
largest force on an atom	5.5	eV/Å